The following is a DFT calculation (wB97M-V/def2-TZVPD) of a cluster of 13 separate species, C56H71F7O10S4 in total at a distorted geometry.

Cartesian coordinates (Å):
F (4.2733, -1.4777, -6.6596)
C (4.1112, -1.2038, -7.9999)
C (5.1616, -1.1804, -8.9198)
C (4.9199, -0.9425, -10.2845)
C (3.5924, -0.6635, -10.6784)
C (2.5451, -0.6271, -9.7716)
C (2.8138, -0.8928, -8.4229)
H (6.1635, -1.3763, -8.5675)
H (5.6966, -0.9474, -11.0348)
H (3.4098, -0.4375, -11.7186)
H (1.5854, -0.3980, -10.2107)
H (2.0023, -0.9451, -7.7121)
F (-1.3835, 3.2657, 0.2388)
C (-0.6691, 2.1870, -0.2185)
C (-1.1306, 1.5685, -1.3505)
C (-0.5357, 0.4200, -1.8287)
C (0.5494, -0.0604, -1.1979)
C (0.9768, 0.4711, 0.0223)
C (0.4117, 1.6608, 0.4961)
H (-1.9947, 1.9337, -1.8855)
H (-0.7983, 0.0177, -2.7960)
H (1.0155, -0.9505, -1.5940)
H (1.8004, -0.0683, 0.4664)
H (0.7886, 2.0556, 1.4281)
F (0.5118, -9.5655, 1.5556)
C (-0.0127, -8.3340, 1.2479)
C (0.1859, -7.2472, 2.0462)
C (-0.3766, -5.9963, 1.8078)
C (-1.2157, -5.9300, 0.6820)
C (-1.4646, -7.0177, -0.1463)
C (-0.8413, -8.2299, 0.1305)
H (0.9109, -7.3677, 2.8377)
H (-0.1528, -5.1275, 2.4091)
H (-1.7500, -5.0010, 0.5486)
H (-2.2068, -6.8725, -0.9174)
H (-0.9931, -9.1513, -0.4120)
F (-9.2587, 3.5382, 0.0600)
C (-8.6687, 4.3002, 1.0302)
C (-9.0134, 4.1464, 2.3278)
C (-8.3924, 4.8118, 3.3523)
C (-7.3380, 5.7131, 3.0811)
C (-7.0074, 5.9056, 1.7470)
C (-7.6088, 5.1381, 0.7286)
H (-9.8221, 3.4633, 2.5418)
H (-8.7063, 4.6605, 4.3746)
H (-6.8568, 6.2433, 3.8897)
H (-6.1849, 6.5867, 1.5856)
H (-7.1999, 5.2173, -0.2679)
F (4.8047, -1.8930, 5.8853)
C (5.7257, -2.5473, 6.6580)
C (5.3970, -3.7133, 7.3407)
C (6.3098, -4.3403, 8.2036)
C (7.5058, -3.6825, 8.4456)
C (7.8495, -2.4981, 7.8186)
C (6.9712, -1.9334, 6.9537)
H (4.4518, -4.2175, 7.2043)
H (6.0516, -5.2019, 8.8016)
H (8.2596, -4.2438, 8.9777)
H (8.7176, -1.9993, 8.2235)
H (7.1696, -0.9808, 6.4852)
F (1.1134, 5.7807, 6.3032)
C (0.5017, 5.8449, 7.5212)
C (-0.8132, 6.2396, 7.5734)
C (-1.4805, 6.3464, 8.7842)
C (-0.8672, 5.8411, 9.9186)
C (0.4693, 5.2692, 9.8441)
C (1.1349, 5.3316, 8.6394)
H (-1.2501, 6.6405, 6.6707)
H (-2.4760, 6.7637, 8.8183)
H (-1.3620, 5.9373, 10.8737)
H (0.9828, 4.9543, 10.7405)
H (2.1849, 5.1070, 8.5240)
F (-0.6215, -5.7678, -6.1824)
C (0.0138, -6.8997, -6.0300)
C (1.1607, -7.0314, -5.2425)
C (1.7905, -8.2505, -5.0561)
C (1.1011, -9.3721, -5.4992)
C (0.0133, -9.2827, -6.3276)
C (-0.5231, -8.0289, -6.5874)
H (1.4286, -6.1181, -4.7322)
H (2.7247, -8.4238, -4.5426)
H (1.5650, -10.3332, -5.3328)
H (-0.3704, -10.2029, -6.7429)
H (-1.3990, -7.8909, -7.2040)
C (6.9582, 4.1825, 2.0639)
S (6.9755, 5.9772, 2.5812)
O (7.8364, 6.0009, 3.8797)
C (8.1852, 6.5442, 1.2435)
H (7.9847, 3.8877, 1.8459)
H (6.3501, 4.0429, 1.1701)
H (6.6141, 3.5439, 2.8774)
H (7.9911, 7.6095, 1.1187)
H (7.8940, 6.0671, 0.3077)
H (9.2560, 6.4703, 1.4336)
C (2.9904, 11.3064, 1.9764)
S (1.4541, 11.5569, 0.9076)
O (1.7565, 11.6808, -0.5873)
C (0.5298, 9.9351, 1.1719)
H (3.4603, 10.3459, 1.7649)
H (2.7284, 11.4958, 3.0174)
H (3.7519, 11.9822, 1.5873)
H (1.2738, 9.1411, 1.2362)
H (-0.1440, 9.6863, 0.3520)
H (0.0400, 10.0159, 2.1423)
C (6.6142, -5.2884, 0.2469)
S (7.9150, -4.0799, 0.6483)
O (7.2556, -2.7314, 1.0689)
C (8.6381, -4.7505, 2.2360)
H (6.5773, -5.9739, 1.0936)
H (6.7793, -5.6759, -0.7584)
H (5.6120, -4.8750, 0.3602)
H (9.2565, -5.6188, 2.0088)
H (7.8188, -4.9936, 2.9127)
H (9.2384, -3.9632, 2.6920)
C (-1.1475, 0.5307, 6.8482)
S (-2.2252, -0.5195, 5.8448)
O (-3.1077, -1.2979, 6.8412)
C (-3.2617, 0.7976, 5.1393)
H (-0.5269, -0.0510, 7.5298)
H (-1.6580, 1.1976, 7.5429)
H (-0.5264, 1.1803, 6.2314)
H (-4.1683, 0.3843, 4.6974)
H (-2.8392, 1.4100, 4.3427)
H (-3.5015, 1.5297, 5.9104)
C (-7.3656, -1.7441, -1.5447)
O (-8.7294, -1.9040, -1.8245)
C (-9.1858, -2.4979, -2.8339)
O (-8.5321, -3.0804, -3.6989)
O (-10.5335, -2.4680, -2.7207)
C (-11.2852, -3.2331, -3.6221)
H (-7.0694, -0.6966, -1.5996)
H (-6.7018, -2.1958, -2.2819)
H (-7.1176, -1.9951, -0.5134)
H (-11.2633, -4.3152, -3.4937)
H (-11.0091, -2.9740, -4.6442)
H (-12.3002, -2.8985, -3.4074)
C (-5.2841, 1.6775, -10.8147)
O (-5.2194, 0.4891, -10.0050)
C (-4.7300, 0.5036, -8.7325)
O (-4.3720, 1.5292, -8.1345)
O (-4.5904, -0.7409, -8.2682)
C (-5.2349, -1.8391, -8.8888)
H (-5.8407, 2.4722, -10.3178)
H (-5.7194, 1.3148, -11.7458)
H (-4.2554, 1.9033, -11.0956)
H (-4.5874, -2.2375, -9.6699)
H (-6.2315, -1.6880, -9.3035)
H (-5.5496, -2.5611, -8.1352)

Computed properties:
E   -142052.91553 eV
Strongest force on any atom   4.4 eV Å⁻¹
LUMO energy   0.09 eV
Multiplicity   1

Mulliken population analysis, charges in e, atoms 1 to 6:
1 F -0.29
2 C 0.19
3 C -0.27
4 C -0.49
5 C -0.25
6 C -0.49

---

The following is a DFT calculation (wB97M-V/def2-TZVPD) of a cluster of 7 separate species, C56H73F7NO6P2 in total at a distorted geometry.

Cartesian coordinates (Å):
C (3.9332, -4.6821, -1.5111)
C (3.9430, -3.3714, -0.9058)
C (2.7081, -2.5266, -0.6292)
P (2.4328, -0.6781, -1.1400)
C (3.3927, -0.1748, 0.4925)
O (4.6716, -0.7985, 0.6718)
C (5.1045, -0.9079, 2.0300)
O (5.8759, -2.1469, 2.1309)
C (7.2127, -1.9369, 1.6254)
C (7.7046, -3.0957, 0.6304)
O (7.2439, -4.4104, 1.0685)
C (2.1611, 1.2230, -1.3411)
C (1.3275, 1.7838, -2.5376)
O (1.9636, 2.3350, -3.4874)
F (-0.0715, 1.8511, -2.7611)
C (3.9475, -0.4651, -2.2453)
C (4.5275, -1.4991, -3.2786)
C (6.0848, -1.7847, -2.8295)
C (4.8151, -0.8598, -4.7669)
O (1.0805, -0.9114, -0.0732)
C (-0.1566, -0.3356, -0.1493)
C (-1.4396, -1.2889, -0.5466)
C (-2.4808, -0.5029, -1.4753)
C (-2.1046, -1.9213, 0.7899)
C (-3.4262, -2.7814, 0.5164)
C (-3.3647, -3.6908, -0.8011)
C (-3.8501, -3.7068, 1.7739)
P (1.0708, -1.2080, -2.8445)
N (1.6832, -0.6530, -4.4024)
O (1.0338, -2.9137, -3.1243)
H (4.6469, -5.4370, -1.0198)
H (3.2651, -4.9844, -2.3749)
H (4.9976, -3.0380, -0.5853)
H (1.7557, -3.1762, -0.7418)
H (2.6893, -2.4531, 0.5365)
H (3.5402, 0.9631, 0.5814)
H (2.7464, -0.4367, 1.4191)
H (5.7746, -0.0109, 2.2656)
H (4.2778, -1.0084, 2.8035)
H (7.3174, -0.9242, 1.0822)
H (7.9530, -1.9015, 2.5114)
H (7.3283, -2.9560, -0.4405)
H (8.8573, -3.1013, 0.5501)
H (6.7712, -4.7896, 0.2977)
H (3.1770, 1.7720, -1.3873)
H (1.7022, 1.6813, -0.3784)
H (4.8492, 0.0390, -1.7147)
H (3.6606, 0.3936, -2.9797)
H (3.9537, -2.4503, -3.4995)
H (6.2909, -2.8885, -3.0234)
H (6.2368, -1.5973, -1.7035)
H (6.8138, -1.0760, -3.3545)
H (4.0001, -1.1325, -5.5162)
H (4.9906, 0.2723, -4.7056)
H (5.7902, -1.2911, -5.2159)
H (-0.4521, -0.0922, 0.9618)
H (-0.3980, 0.6514, -0.6528)
H (-1.0349, -2.1844, -1.1366)
H (-2.3373, -0.8325, -2.5711)
H (-3.5845, -0.6883, -1.1999)
H (-2.3621, 0.6355, -1.4733)
H (-1.2842, -2.5407, 1.3166)
H (-2.3910, -1.0490, 1.4720)
H (-4.2761, -2.0188, 0.3376)
H (-3.4376, -3.0449, -1.7508)
H (-2.4206, -4.3484, -0.8533)
H (-4.2727, -4.4021, -0.7986)
H (-3.0660, -4.5135, 1.9944)
H (-4.8087, -4.2420, 1.4552)
H (-4.0948, -3.0821, 2.7034)
H (1.6692, -1.4022, -5.1233)
H (1.0531, 0.0720, -4.7954)
H (1.9309, -3.2896, -3.2401)
F (-5.2987, 0.9295, -0.6654)
C (-5.4803, 2.1804, -1.1132)
C (-5.6796, 3.2070, -0.2035)
C (-5.8629, 4.5054, -0.6679)
C (-5.8553, 4.7600, -2.0371)
C (-5.6592, 3.7201, -2.9412)
C (-5.4649, 2.4234, -2.4771)
H (-5.6903, 2.9880, 0.8579)
H (-6.0112, 5.3152, 0.0339)
H (-6.0026, 5.7725, -2.3989)
H (-5.6575, 3.9195, -4.0074)
H (-5.3018, 1.6031, -3.1662)
F (-2.2585, -6.3076, 2.0040)
C (-2.5619, -7.1867, 1.0341)
C (-1.5740, -8.0252, 0.5436)
C (-1.8879, -8.9388, -0.4566)
C (-3.1843, -8.9958, -0.9625)
C (-4.1673, -8.1450, -0.4654)
C (-3.8565, -7.2386, 0.5427)
H (-0.5689, -7.9609, 0.9434)
H (-1.1237, -9.6048, -0.8422)
H (-3.4276, -9.7060, -1.7463)
H (-5.1756, -8.1876, -0.8632)
H (-4.6108, -6.5749, 0.9476)
F (5.8180, 2.8744, -4.5624)
C (5.6214, 3.8677, -3.6818)
C (6.5709, 4.8715, -3.5664)
C (6.3657, 5.9045, -2.6574)
C (5.2191, 5.9159, -1.8671)
C (4.2751, 4.8993, -1.9886)
C (4.4737, 3.8720, -2.9048)
H (7.4611, 4.8413, -4.1843)
H (7.0984, 6.6991, -2.5643)
H (5.0618, 6.7199, -1.1549)
H (3.3842, 4.9073, -1.3694)
H (3.7436, 3.0772, -3.0183)
F (1.6303, -8.9131, 1.5753)
C (1.6294, -9.3151, 2.8555)
C (2.3741, -10.4256, 3.2200)
C (2.3775, -10.8396, 4.5479)
C (1.6277, -10.1447, 5.4938)
C (0.8796, -9.0338, 5.1151)
C (0.8843, -8.6126, 3.7899)
H (2.9448, -10.9584, 2.4685)
H (2.9629, -11.7027, 4.8455)
H (1.6276, -10.4712, 6.5288)
H (0.2929, -8.4961, 5.8520)
H (0.3145, -7.7445, 3.4794)
F (-7.5960, 6.6802, -0.4123)
C (-7.8095, 7.6837, 0.4532)
C (-6.8639, 8.6898, 0.5749)
C (-7.0871, 9.7324, 1.4682)
C (-8.2486, 9.7507, 2.2372)
C (-9.1887, 8.7320, 2.1098)
C (-8.9712, 7.6951, 1.2088)
H (-5.9625, 8.6539, -0.0259)
H (-6.3591, 10.5272, 1.5658)
H (-8.4202, 10.5623, 2.9373)
H (-10.0907, 8.7456, 2.7123)
H (-9.6961, 6.8984, 1.0901)
F (-4.5225, 11.3380, 2.2383)
C (-3.9643, 10.9772, 3.4069)
C (-4.7476, 10.3724, 4.3771)
C (-4.1686, 9.9946, 5.5839)
C (-2.8158, 10.2357, 5.8105)
C (-2.0405, 10.8482, 4.8303)
C (-2.6162, 11.2163, 3.6191)
H (-5.8004, 10.2003, 4.1859)
H (-4.7704, 9.5136, 6.3472)
H (-2.3659, 9.9444, 6.7540)
H (-0.9880, 11.0388, 5.0098)
H (-2.0258, 11.6861, 2.8413)

Computed properties:
E   -110623.41383 eV
Total charge   -1
Strongest force on any atom   5.8 eV Å⁻¹
LUMO energy   1.80 eV
Multiplicity   1

Mulliken population analysis, charges in e, atoms 1 to 6:
1 C -0.93
2 C 0.59
3 C -0.34
4 P 2.36
5 C -1.38
6 O 0.21